Run P
45
Properties=species:S:1:pos:R:3:lowdin_charge:R:1 method="wB97M-V/def2-TZVPD" orbital_gap_ev=8.49 smiles="CC[C@@H]1S[C@@H](CC)C(=O)N(CC(=O)Nc2ccc3c(c2)OCO3)C1=O" total_charge=0 homo_energy_ev=-7.89
C 1.237 -0.025 -2.051 -0.082
C 1.101 1.371 -1.460 -0.248
C -0.304 1.969 -1.689 -0.476
S -0.203 3.782 -1.498 1.005
C -1.646 4.047 -0.424 -0.498
C -2.965 3.778 -1.148 -0.254
C -4.159 4.121 -0.263 -0.081
C -1.457 3.191 0.804 -0.459
O -1.460 3.626 1.925 0.122
N -1.360 1.832 0.543 0.061
C -1.544 0.903 1.656 -0.010
C -0.282 0.036 1.793 -0.441
O 0.677 0.411 2.427 0.086
N -0.372 -1.132 1.111 0.136
C 0.619 -2.104 0.917 -0.223
C 1.835 -2.082 1.588 -0.010
C 2.800 -3.060 1.363 0.019
C 2.507 -4.048 0.456 -0.208
C 1.284 -4.073 -0.218 -0.201
C 0.324 -3.118 -0.008 0.063
O 1.248 -5.152 -1.058 0.037
C 2.487 -5.811 -0.894 -0.159
O 3.268 -5.114 0.052 0.033
C -1.217 1.275 -0.716 -0.452
O -1.681 0.182 -0.968 0.093
H 1.183 0.015 -3.137 0.080
H 0.447 -0.680 -1.694 0.053
H 2.192 -0.457 -1.765 0.080
H 1.313 1.355 -0.388 0.116
H 1.825 2.040 -1.929 0.101
H -0.631 1.749 -2.709 0.123
H -1.589 5.094 -0.117 0.121
H -3.019 2.729 -1.449 0.106
H -2.987 4.387 -2.054 0.113
H -5.086 3.933 -0.799 0.076
H -4.155 3.520 0.643 0.077
H -4.131 5.169 0.024 0.082
H -1.653 1.513 2.556 0.134
H -2.438 0.298 1.486 0.134
H -1.195 -1.263 0.534 0.123
H 2.035 -1.292 2.290 0.100
H 3.742 -3.042 1.883 0.120
H -0.615 -3.144 -0.537 0.130
H 3.017 -5.841 -1.860 0.139
H 2.313 -6.841 -0.544 0.140



Run Q
45
Properties=species:S:1:pos:R:3:lowdin_charge:R:1 method="wB97M-V/def2-TZVPD" orbital_gap_ev=9.09 smiles="O=C(NCc1ccco1)c1ccc(S(=O)(=O)NC[C@@H]2CCCO2)cc1" total_charge=0 homo_energy_ev=-8.88
O 1.834 -2.224 -3.034 0.075
C 1.874 -1.029 -2.831 -0.455
N 2.865 -0.232 -3.292 0.084
C 4.025 -0.761 -3.985 -0.085
C 5.263 -0.600 -3.166 -0.266
C 5.829 -1.396 -2.214 -0.018
C 6.970 -0.701 -1.744 -0.062
C 7.010 0.465 -2.442 -0.124
O 5.980 0.539 -3.301 0.043
C 0.800 -0.309 -2.075 -0.123
C -0.513 -0.741 -2.239 0.008
C -1.542 -0.119 -1.555 -0.041
C -1.245 0.921 -0.696 -0.267
S -2.556 1.690 0.255 0.637
O -2.155 3.018 0.609 -0.285
O -3.803 1.480 -0.417 -0.282
N -2.613 0.828 1.663 -0.117
C -3.070 -0.538 1.628 -0.184
C -3.736 -0.906 2.963 -0.315
C -4.894 0.041 3.317 -0.121
C -4.275 0.973 4.356 -0.156
C -3.262 0.047 5.025 -0.197
O -2.769 -0.798 4.001 -0.106
C 0.054 1.346 -0.500 -0.047
C 1.082 0.734 -1.196 -0.012
H 2.849 0.757 -3.101 0.139
H 4.147 -0.243 -4.941 0.133
H 3.823 -1.821 -4.156 0.130
H 5.476 -2.355 -1.895 0.114
H 7.662 -1.029 -0.996 0.100
H 7.693 1.291 -2.422 0.118
H -0.707 -1.565 -2.909 0.124
H -2.571 -0.414 -1.683 0.116
H -1.847 0.997 2.294 0.125
H -3.802 -0.598 0.822 0.120
H -2.249 -1.240 1.429 0.129
H -4.070 -1.951 2.899 0.148
H -5.722 -0.521 3.750 0.115
H -5.244 0.576 2.438 0.115
H -3.766 1.798 3.859 0.104
H -5.002 1.368 5.062 0.112
H -3.748 -0.562 5.802 0.122
H -2.411 0.568 5.468 0.120
H 0.237 2.162 0.181 0.115
H 2.102 1.052 -1.031 0.117



Quick one: most stable of them? run P



Run P
15
Properties=species:S:1:pos:R:3:lowdin_charge:R:1 method="wB97M-V/def2-TZVPD" orbital_gap_ev=8.82 smiles="[H]/N=C/N(C=C)NC=S" total_charge=0 homo_energy_ev=-8.65
H -2.670 0.034 2.268 0.108
N -2.037 0.233 1.372 0.029
C -0.931 -0.454 1.276 -0.317
N -0.301 -0.490 0.055 -0.195
C -0.896 0.321 -0.930 -0.165
C -0.243 0.538 -2.096 0.008
N 1.051 -0.814 0.002 -0.054
C 2.006 0.101 0.374 -0.640
S 1.611 1.352 1.374 0.635
H -0.260 -1.329 1.845 0.180
H -1.906 0.818 -0.478 0.152
H 0.833 0.300 -2.201 0.056
H -0.758 1.139 -2.789 0.025
H 1.421 -1.589 -0.432 0.112
H 3.079 -0.160 0.361 0.066



Run Q
15
Properties=species:S:1:pos:R:3:lowdin_charge:R:1 method="wB97M-V/def2-TZVPD" orbital_gap_ev=9.03 smiles="[H]/N=C1/NSC[C@]12CN2" total_charge=0 homo_energy_ev=-8.38
H 1.873 2.121 -0.150 0.109
N 0.772 2.147 0.126 0.121
C 0.228 1.051 -0.035 -0.557
N -1.085 0.936 -0.193 -0.385
S -1.899 -0.410 0.286 0.899
C -0.519 -1.164 -0.634 -0.371
C 0.713 -0.397 -0.191 -0.451
C 1.590 -0.999 0.820 -0.119
N 2.149 -0.599 -0.495 0.050
H -1.748 1.864 -0.165 0.190
H -0.805 -1.013 -1.658 0.070
H -0.294 -2.248 -0.525 0.100
H 2.019 -0.563 1.745 0.121
H 1.600 -2.143 0.806 0.124
H 2.812 0.211 -0.451 0.099



Quick one: most stable of them? run Q



Run P
15
Properties=species:S:1:pos:R:3:lowdin_charge:R:1 method="wB97M-V/def2-TZVPD" orbital_gap_ev=8.13 smiles="[H]/N=c1/[nH]cc(C)n1S" total_charge=0 homo_energy_ev=-7.50
H 2.507 1.870 -0.118 0.014
N 2.689 0.851 -0.088 0.092
C 1.588 0.222 -0.080 -0.536
N 1.462 -1.150 -0.058 0.087
C 0.116 -1.540 -0.052 -0.057
C -0.647 -0.440 -0.085 -0.340
C -2.126 -0.267 -0.089 -0.061
N 0.243 0.666 -0.100 -0.403
S -0.194 2.290 -0.144 0.845
H 2.272 -1.732 -0.076 0.140
H -0.158 -2.563 -0.038 0.108
H -2.481 0.257 -0.964 0.068
H -2.455 0.274 0.778 0.064
H -2.589 -1.289 -0.064 0.099
H -0.227 2.551 1.177 -0.121



Run Q
15
Properties=species:S:1:pos:R:3:lowdin_charge:R:1 method="wB97M-V/def2-TZVPD" orbital_gap_ev=9.32 smiles="CNC/C(C#N)=N/S" total_charge=0 homo_energy_ev=-9.55
C 0.365 -0.063 2.105 -0.112
N 0.518 1.143 1.214 -0.111
C -0.394 1.045 0.052 -0.202
C -0.162 -0.054 -0.949 -0.431
C 1.160 -0.366 -1.478 -0.229
N 2.204 -0.678 -1.876 0.182
N -1.236 -0.566 -1.458 -0.252
S -0.910 -1.727 -2.744 0.747
H 0.533 -1.018 1.608 0.067
H 1.111 0.021 2.907 0.075
H -0.640 -0.003 2.582 0.087
H 1.470 1.229 0.920 0.079
H -1.362 0.920 0.485 0.103
H -0.424 2.040 -0.456 0.135
H -2.233 -1.925 -2.911 -0.140



Run R
15
Properties=species:S:1:pos:R:3:lowdin_charge:R:1 method="wB97M-V/def2-TZVPD" orbital_gap_ev=8.94 smiles="CNC/C(C#N)=N/S" total_charge=0 homo_energy_ev=-9.35
C 1.701 -0.484 -1.003 -0.194
N 1.651 0.376 0.126 -0.192
C 0.626 -0.037 1.044 -0.208
C -0.823 0.243 0.456 -0.436
C -1.157 1.688 0.166 -0.163
N -1.696 2.648 -0.327 0.158
N -1.688 -0.682 0.578 -0.277
S -3.185 -0.423 -0.273 0.746
H 0.614 -0.988 -1.464 0.136
H 2.337 0.024 -1.804 0.081
H 2.389 -1.493 -0.555 0.140
H 1.444 1.335 -0.067 0.084
H 0.883 -1.182 1.163 0.147
H 0.726 0.562 1.990 0.126
H -3.821 -1.587 -0.030 -0.148



Run S
15
Properties=species:S:1:pos:R:3:lowdin_charge:R:1 method="wB97M-V/def2-TZVPD" orbital_gap_ev=9.43 total_charge=0 homo_energy_ev=-9.12
H 1.203 2.426 -0.782 -0.009
N 1.534 1.486 -0.779 0.111
C 0.469 0.714 -0.204 -0.384
N -0.768 1.067 0.269 0.040
C -1.742 0.123 0.048 -0.641
N -3.107 0.181 -0.091 0.014
H -3.421 1.146 0.247 0.043
S -1.065 -1.436 -0.654 0.985
C 0.580 -0.806 -0.388 -0.745
C 1.464 -1.386 0.583 -0.159
H -1.056 2.092 0.687 0.243
H 0.961 -0.689 -1.444 0.110
H 1.108 -0.879 1.647 0.145
H 2.662 -1.551 0.089 0.175
H 1.178 -2.488 0.772 0.072



Quick one: most stable of them? run P